Record 1
{
  "formula": "CH3Cl3FNP2S",
  "method": "ωB97M-V with the def2-TZVPD basis set",
  "species": ["C", "N", "F", "P", "P", "S", "Cl", "Cl", "Cl", "H", "H", "H"],
  "coordinates": [[-1.7661, -0.1960, -0.4604], [0.7493, 1.2933, -0.6747], [2.7688, 0.8629, 0.9939], [-0.2235, 0.5364, 0.2759], [2.3946, 1.4655, -0.5859], [-0.6442, -2.7819, 0.8205], [-0.6197, 1.3705, 2.0859], [0.6741, -1.3300, 0.9310], [2.8231, -0.3311, -1.5326], [-2.3114, -0.4603, 0.3528], [-2.3213, 0.4745, -1.0974], [-1.5238, -0.9036, -1.1090]],
  "atomic_forces_ev_per_a": [[1.35, 4.97, 0.81], [-0.75, 0.00, 1.20], [-0.73, 0.86, -1.82], [-0.08, -0.39, -1.19], [0.24, -1.12, 1.46], [-0.94, -1.34, 0.09], [-0.09, -0.20, -0.69], [0.94, 1.14, 0.19], [0.49, 0.04, -0.23], [-1.84, -1.30, 2.11], [-0.02, 1.06, 0.26], [1.43, -3.71, -2.20]],
  "nbo_charge": [-0.8991, -1.4193, -0.6131, 1.6149, 1.3758, -0.4107, -0.1930, 0.0962, -0.3449, 0.2579, 0.2673, 0.2679],
  "energy_ha": -2656.015279
}

Record 2
{
  "formula": "CH3Cl3N2P",
  "method": "ωB97M-V with the def2-TZVPD basis set",
  "species": ["C", "N", "N", "P", "Cl", "Cl", "Cl", "H", "H", "H"],
  "coordinates": [[0.2536, 0.0390, 1.9630], [0.4314, 0.3752, 0.6386], [0.0726, -0.6937, -0.3130], [-0.1448, -0.1286, -1.9056], [0.4062, -1.5250, -3.2035], [0.6704, 1.6108, -2.3980], [-2.1059, 0.1356, -2.1602], [-0.4958, 0.6207, 2.3897], [1.0485, 0.4974, 2.5505], [-0.1363, -0.9314, 2.4384]],
  "atomic_forces_ev_per_a": [[0.48, -2.54, 1.94], [-2.03, -4.81, -5.85], [1.32, 4.89, 4.26], [-0.31, 0.41, 0.00], [-0.08, 0.60, 0.86], [-0.03, -0.70, 0.29], [0.76, -0.26, 0.23], [-1.97, 2.12, 0.09], [0.65, -0.21, -0.13], [1.20, 0.50, -1.70]],
  "nbo_charge": [-0.5518, 0.0692, -0.5676, 1.4020, -0.0559, -0.0747, -0.0868, 0.3143, 0.2906, 0.2607],
  "smiles": "CN=[N+]=P(Cl)(Cl)Cl",
  "total_charge": 1,
  "energy_ha": -1871.021710
}

Record 3
{
  "formula": "CH3ClCu2NO2",
  "method": "ωB97M-V with the def2-TZVPD basis set",
  "species": ["Cu", "Cu", "Cl", "C", "N", "O", "O", "H", "H", "H"],
  "coordinates": [[-1.4133, -2.2304, -3.4434], [2.1736, -2.3532, -0.6822], [0.5435, -0.9486, -2.3376], [-0.0416, 1.1402, 0.3898], [-0.3097, 0.3566, 1.6309], [0.6402, -0.0725, 2.2749], [-1.4720, 0.1732, 1.8941], [1.0009, 1.1645, 0.0980], [-0.4326, 2.1503, 0.4861], [-0.6890, 0.6198, -0.3106]],
  "atomic_forces_ev_per_a": [[1.15, 0.78, 0.64], [-0.87, 0.80, -0.77], [-0.29, -1.64, 0.18], [-0.75, -0.05, -0.31], [0.79, 0.19, 0.37], [-0.31, 0.10, -0.45], [-0.10, -0.05, 0.13], [0.03, -0.27, 0.25], [0.01, -0.05, 0.38], [0.33, 0.20, -0.42]],
  "nbo_charge": [0.9267, 0.9404, -0.8644, -0.4906, 0.5317, -0.3979, -0.3531, 0.2236, 0.2503, 0.2333],
  "total_charge": 1,
  "energy_ha": -3985.869811
}

Record 4
{
  "formula": "CH3ClF2",
  "method": "ωB97M-V with the def2-TZVPD basis set",
  "species": ["C", "H", "H", "H", "F", "F", "Cl"],
  "coordinates": [[0.8669, -0.3681, 0.1801], [-1.8064, 0.9468, -0.7687], [0.9443, -0.4160, 1.2667], [1.3962, -1.1899, -0.3000], [-1.9154, 0.7186, 0.1296], [1.3646, 0.8156, -0.2592], [-0.8502, -0.5070, -0.2486]],
  "atomic_forces_ev_per_a": [[0.50, -2.09, -0.57], [-0.60, 1.32, -0.26], [-0.15, 0.03, -0.13], [0.54, 0.25, 0.10], [-12.44, 12.48, 3.18], [-0.09, 0.44, -0.14], [12.24, -12.43, -2.17]],
  "nbo_charge": [0.0266, 0.5695, 0.1687, 0.1629, -0.5411, -0.3528, -0.0338],
  "energy_ha": -699.577991
}